(1)
This record from OMol25 describes a molecular structure, C37H34Cl3EuN6O3. The level of theory is ωB97M-V with the def2-TZVPD basis set.

Values from the calculation:
Net charge ... +2
Gap between HOMO and LUMO (spin up / spin down) ... 6.1589 / 6.2711 eV
<S²> ... 12.0346
Maximum force ... 0.82 eV Å⁻¹
HOMO energy (spin up / spin down) ... -12.743 / -12.750 eV
Multiplicity ... 7

Last column: Mulliken charge in e.
Cartesian coordinates (Å):
Eu1 0.992 -1.079 -0.012  0.86
O1 -5.997 -5.320 -0.487  -0.46
C1 -5.197 -4.407 -1.035  0.55
O2 -5.522 -3.781 -2.003  -0.50
C2 -3.840 -4.188 -0.416  0.45
C3 -3.074 -5.196 0.158  -0.98
C4 -1.774 -4.943 0.568  -0.63
C5 -1.235 -3.668 0.428  0.13
C6 -2.017 -2.656 -0.135  0.35
C7 -3.302 -2.911 -0.552  -1.01
N1 0.091 -3.319 0.762  0.24
C8 0.731 -3.903 1.699  -0.27
C9 2.092 -3.494 2.049  0.40
C10 2.753 -4.109 3.102  -0.83
C11 4.024 -3.677 3.452  -0.38
C12 4.591 -2.636 2.737  -0.93
C13 3.860 -2.066 1.706  -0.02
N2 2.641 -2.473 1.355  0.03
H1 -5.654 -5.691 0.333  0.33
H2 -3.460 -6.205 0.246  0.39
H3 -1.169 -5.758 0.946  0.49
H4 -1.614 -1.646 -0.220  0.33
H5 -3.910 -2.145 -1.015  0.53
H6 0.290 -4.688 2.313  0.47
H7 2.271 -4.913 3.643  0.46
H8 4.557 -4.139 4.271  0.48
H9 5.578 -2.265 2.973  0.42
H10 4.275 -1.242 1.138  0.48
C14 2.154 4.254 0.800  -1.26
C15 0.918 5.067 0.524  1.53
C16 0.765 6.327 1.095  -0.73
C17 -0.347 7.109 0.830  -0.67
C18 -1.340 6.645 -0.020  -0.67
C19 -1.220 5.389 -0.588  -0.72
C20 -0.105 4.605 -0.314  -0.32
N3 -0.010 3.317 -0.935  0.35
C21 0.004 2.135 -0.278  0.35
N4 -0.376 2.204 1.007  0.35
C22 -0.384 1.288 2.089  0.30
C23 0.124 -0.017 1.992  0.34
C24 0.058 -0.782 3.169  -0.09
C25 -0.468 -0.297 4.354  -1.45
C26 -0.954 1.000 4.397  -0.70
C27 -0.918 1.815 3.277  0.67
C28 -1.438 3.229 3.358  -1.37
N5 0.348 1.006 -0.884  0.59
C29 0.781 1.115 -2.248  -0.42
C30 2.127 1.390 -2.509  -0.74
C31 2.589 1.498 -3.811  -0.95
C32 1.697 1.354 -4.864  -0.87
C33 0.360 1.097 -4.606  -0.68
C34 -0.123 0.960 -3.306  0.97
C35 -1.583 0.693 -3.054  -1.22
H11 2.988 4.908 1.048  0.56
H12 2.436 3.655 -0.068  0.06
H13 2.004 3.575 1.644  0.24
H14 1.549 6.707 1.739  0.46
H15 -0.431 8.090 1.278  0.43
H16 -2.207 7.255 -0.234  0.42
H17 -1.991 5.005 -1.245  0.49
H18 0.095 3.290 -1.937  0.20
H19 -0.688 3.129 1.267  -0.35
H20 0.432 -1.800 3.177  0.12
H21 -0.498 -0.920 5.238  0.43
H22 -1.372 1.385 5.318  0.39
H23 -1.836 3.425 4.351  0.42
H24 -2.246 3.408 2.643  0.40
H25 -0.646 3.963 3.178  0.28
H26 2.793 1.571 -1.670  0.79
H27 3.629 1.729 -4.005  0.51
H28 2.040 1.462 -5.885  0.48
H29 -0.335 1.009 -5.433  0.63
H30 -2.012 0.098 -3.860  0.49
H31 -2.143 1.629 -3.010  0.34
H32 -1.732 0.176 -2.106  -0.02
O3 3.101 -1.326 -1.467  -0.44
H33 3.298 -0.732 -2.205  0.23
H34 3.649 -2.109 -1.593  0.28
Cl1 -0.166 -4.907 -4.397  -0.08
C36 -0.755 -3.246 -4.265  0.83
Cl2 -2.514 -3.224 -4.007  -0.01
Cl3 -0.299 -2.301 -5.691  -0.04
C37 -0.142 -2.624 -3.101  -0.34
N6 0.359 -2.161 -2.182  -0.18


(2)
This record from OMol25 describes a molecular structure, C37H34N3O7P2Ti at a distorted geometry. The level of theory is ωB97M-V with the def2-TZVPD basis set.

Values from the calculation:
Net charge ... +1
Energy above the lowest of the compared OMol25 structures with the same formula, charge and spin ... 162.6 kJ/mol
Gap between HOMO and LUMO ... 7.5520 eV
Maximum force ... 1.46 eV Å⁻¹
HOMO energy ... -11.267 eV

Last column: Mulliken charge in e.
Cartesian coordinates (Å):
Ti1 -0.373 0.271 0.032  -0.72
N1 -1.144 -1.731 0.606  -0.14
C1 -1.864 -1.523 1.900  -0.51
C2 -0.961 -0.624 2.724  0.50
O1 -0.652 -0.862 3.865  -0.63
N2 -0.511 0.425 1.947  0.38
C3 0.701 1.120 2.384  -0.76
C4 1.856 0.624 1.497  0.73
O2 3.007 0.843 1.675  -0.58
O3 1.353 -0.078 0.425  -0.24
H1 -0.355 -2.348 0.777  0.34
H2 -1.759 -2.207 -0.048  0.12
H3 -2.802 -1.016 1.691  0.27
H4 -2.054 -2.446 2.437  0.56
H5 0.616 2.196 2.231  0.10
H6 0.939 0.920 3.424  0.53
C5 -0.389 2.007 -3.133  -0.66
C6 -1.137 0.729 -3.570  -1.65
P1 -1.142 -0.603 -2.271  1.66
C7 -0.015 -1.899 -2.885  1.22
C8 -0.168 -2.406 -4.175  -0.82
C9 0.662 -3.417 -4.632  -0.92
C10 1.635 -3.953 -3.794  -0.63
C11 1.781 -3.470 -2.503  -0.72
C12 0.962 -2.441 -2.052  -0.33
C13 -2.755 -1.432 -2.399  1.19
C14 -2.837 -2.816 -2.223  -0.79
C15 -4.069 -3.457 -2.250  -0.87
C16 -5.228 -2.724 -2.460  -0.70
C17 -5.156 -1.347 -2.627  -0.84
C18 -3.928 -0.704 -2.585  -0.44
P2 1.088 1.480 -2.170  1.35
C19 2.294 1.221 -3.531  0.49
C20 2.726 2.342 -4.244  -0.67
C21 3.585 2.196 -5.319  -0.67
C22 4.029 0.932 -5.694  -0.55
C23 3.612 -0.183 -4.987  -0.66
C24 2.747 -0.040 -3.906  -0.35
C25 1.770 2.953 -1.352  0.44
C26 1.042 4.110 -1.091  -0.45
C27 1.616 5.147 -0.370  -0.74
C28 2.914 5.030 0.109  -0.64
C29 3.645 3.878 -0.146  -0.61
C30 3.077 2.844 -0.873  -0.63
H7 -1.021 2.634 -2.506  0.08
H8 -0.093 2.592 -4.002  0.97
H9 -0.645 0.285 -4.435  0.58
H10 -2.160 0.953 -3.861  0.90
H11 -0.943 -2.016 -4.827  0.52
H12 0.545 -3.795 -5.639  0.46
H13 2.276 -4.750 -4.149  0.42
H14 2.542 -3.880 -1.850  0.46
H15 1.124 -2.043 -1.059  -0.06
H16 -1.937 -3.407 -2.096  0.46
H17 -4.118 -4.531 -2.121  0.46
H18 -6.187 -3.224 -2.497  0.42
H19 -6.058 -0.770 -2.787  0.47
H20 -3.898 0.373 -2.684  -0.14
H21 2.400 3.333 -3.951  0.39
H22 3.916 3.072 -5.863  0.43
H23 4.708 0.822 -6.531  0.40
H24 3.963 -1.169 -5.267  0.47
H25 2.447 -0.914 -3.353  0.30
H26 0.029 4.219 -1.458  0.28
H27 1.046 6.049 -0.181  0.48
H28 3.354 5.836 0.684  0.42
H29 4.656 3.779 0.229  0.45
H30 3.653 1.945 -1.062  0.43
O4 -2.585 0.715 -0.131  -0.43
C31 -2.189 1.890 -0.148  0.95
O5 -0.900 2.100 -0.087  0.08
C32 -3.080 3.072 -0.240  -0.31
C33 -3.840 3.273 -1.384  -0.32
C34 -4.605 4.420 -1.508  -0.66
C35 -4.600 5.326 -0.469  -0.23
C36 -3.870 5.136 0.688  -0.67
C37 -3.087 4.000 0.795  -0.19
N3 -5.412 6.565 -0.601  0.99
O6 -5.927 6.775 -1.677  -0.59
O7 -5.400 7.333 0.335  -0.59
H31 -3.842 2.534 -2.177  0.39
H32 -5.200 4.618 -2.388  0.52
H33 -3.916 5.871 1.478  0.53
H34 -2.493 3.830 1.684  0.53


(3)
This record from OMol25 describes a molecular structure, C37H34N7RbS2 at a distorted geometry. The level of theory is ωB97M-V with the def2-TZVPD basis set.

Values from the calculation:
Gap between HOMO and LUMO ... 4.8341 eV
Maximum force ... 4.50 eV Å⁻¹
HOMO energy ... -5.858 eV

Last column: Mulliken charge in e.
Cartesian coordinates (Å):
Rb1 -0.148 0.035 0.961  0.41
S1 -0.837 1.841 3.623  -0.43
C1 -1.260 0.334 4.203  0.27
C2 -1.807 0.267 5.513  -0.68
C3 -1.827 -0.963 6.226  -0.32
C4 -1.630 -2.154 5.513  -0.74
C5 -1.168 -1.955 4.202  -0.11
N1 -0.983 -0.811 3.584  0.13
H1 -2.086 1.264 5.944  0.29
H2 -2.234 -1.021 7.274  0.30
H3 -1.691 -3.133 5.997  0.36
H4 -1.001 -2.893 3.635  0.22
S2 5.755 -5.992 0.993  0.14
N2 4.259 -6.099 0.307  -0.65
C6 3.749 -4.886 0.471  0.68
C7 2.366 -4.550 0.352  0.68
C8 1.374 -5.570 0.061  -0.81
C9 0.058 -5.169 0.193  -0.76
C10 -0.223 -3.812 0.488  -0.30
N3 0.630 -2.875 0.756  0.14
C11 1.999 -3.240 0.715  -0.36
C12 2.960 -2.235 1.025  -0.59
N4 2.555 -0.967 1.119  0.36
C13 3.444 0.010 1.433  -0.42
C14 4.827 -0.185 1.468  -0.65
C15 5.268 -1.477 1.391  -0.72
C16 4.370 -2.520 0.974  0.47
C17 4.685 -3.885 0.829  0.75
N5 5.894 -4.387 1.222  -0.58
H5 1.705 -6.531 -0.269  0.54
H6 -0.760 -5.854 0.238  0.45
H7 -1.324 -3.570 0.479  0.36
H8 3.031 0.974 1.781  0.40
H9 5.566 0.616 1.626  0.42
H10 6.345 -1.683 1.497  0.41
C18 -0.569 5.212 -0.497  -1.63
C19 -1.747 4.844 0.298  1.16
C20 -2.362 5.840 1.071  -0.75
C21 -3.322 5.551 2.025  -0.70
C22 -3.738 4.214 2.145  -0.63
C23 -3.194 3.222 1.315  1.58
C24 -3.772 1.861 1.380  -1.21
C25 -2.174 3.481 0.385  -0.58
N6 -1.691 2.456 -0.470  0.44
C26 -1.768 2.457 -1.778  0.28
C27 -2.807 3.261 -2.500  -1.67
C28 -0.812 1.758 -2.604  0.36
C29 -0.553 2.303 -3.957  -1.54
N7 -0.180 0.719 -2.115  0.51
C30 0.248 -0.324 -2.941  0.06
C31 -0.620 -1.185 -3.693  0.81
C32 -2.112 -0.894 -3.945  -1.58
C33 -0.064 -2.366 -4.229  -0.66
C34 1.260 -2.769 -4.007  -1.02
C35 2.101 -1.904 -3.304  -0.39
C36 1.662 -0.692 -2.909  0.99
C37 2.596 0.308 -2.257  -1.38
H11 0.159 5.787 0.099  0.47
H12 -0.866 5.949 -1.274  0.34
H13 -0.065 4.336 -0.994  0.10
H14 -1.915 6.851 1.074  0.33
H15 -3.756 6.374 2.589  0.39
H16 -4.412 3.881 2.960  0.28
H17 -2.996 1.103 1.704  0.01
H18 -4.149 1.627 0.374  0.23
H19 -4.601 1.872 2.109  0.41
H20 -3.534 3.744 -1.833  0.40
H21 -3.419 2.613 -3.149  0.38
H22 -2.392 4.057 -3.134  0.37
H23 -0.510 3.407 -3.964  0.44
H24 -1.356 2.018 -4.693  0.27
H25 0.392 1.945 -4.366  0.39
H26 -2.435 -0.081 -3.281  0.14
H27 -2.745 -1.832 -3.810  0.46
H28 -2.245 -0.612 -5.006  0.32
H29 -0.698 -2.988 -4.832  0.47
H30 1.499 -3.729 -4.445  0.41
H31 3.111 -2.204 -3.067  0.40
H32 3.639 -0.012 -2.515  0.45
H33 2.687 0.304 -1.160  0.11
H34 2.359 1.313 -2.627  0.31